{
  "formula": "C22H25N3O3S2",
  "method": "ωB97M-V/def2-TZVPD",
  "spin_multiplicity": 1,
  "charge": 0,
  "smiles": "CCOc1ccc(C(C)=O)cc1CSc1nnc(-c2cccs2)n1C[C@@H]1CCCO1",
  "total_energy_ev": -55502.6606,
  "gap_ev": 8.3,
  "elements": ["C", "C", "C", "C", "H", "N", "H", "C", "H", "C", "H", "H", "C", "H", "C", "C", "N", "H", "C", "C", "N", "C", "C", "H", "C", "C", "C", "H", "C", "H", "H", "S", "H", "H", "H", "O", "H", "C", "H", "H", "C", "H", "H", "H", "H", "C", "O", "S", "C", "H", "O", "H", "H", "C", "H"],
  "xyz": [[3.67086, -2.81459, 4.31202], [-1.03013, 2.95107, 0.52996], [0.54371, -0.05573, -2.25485], [4.40831, -3.06792, 3.19976], [-0.81067, -0.40292, 3.65639], [2.08258, 0.60034, 1.26616], [3.45644, -0.47860, -2.24323], [-1.83928, -0.71594, 3.49735], [-0.50071, -0.14346, -2.55159], [-3.92513, 0.98865, -4.71451], [3.77467, -0.03397, 0.23935], [-1.25082, 3.98840, 0.28488], [-2.81588, -0.15814, -0.68704], [-3.20272, -1.02211, 1.85102], [2.07502, -0.04603, 2.47756], [-2.82038, 1.46952, -2.46620], [1.21550, 0.54446, 3.28212], [1.00251, -1.89508, -3.28363], [1.99432, -0.87299, -0.68546], [-2.13959, 2.34683, -1.61798], [0.65279, 1.56264, 2.63404], [-3.14750, 0.20680, -1.97626], [-3.13399, 1.93011, -3.83506], [-4.11153, 1.46821, -5.67197], [2.78760, -1.73286, 4.14488], [-2.15188, 0.72778, 0.16198], [-1.80712, 2.00589, -0.32430], [-1.87075, 3.31884, -2.00598], [1.15459, 1.59029, 1.42891], [-3.06946, -1.14905, -0.34554], [-3.65950, -0.51081, -2.59845], [0.76650, 2.74257, 0.19046], [-1.99709, -1.68948, 3.95297], [-2.49304, 0.01119, 3.97092], [3.75567, -3.38116, 5.22165], [-1.82659, 0.46622, 1.43870], [3.03021, -2.18615, -2.09718], [-2.14013, -0.79116, 2.00879], [-1.53201, -1.57007, 1.52829], [2.74046, 1.16049, -0.58954], [2.63794, -1.17288, -2.05530], [5.15399, -3.82165, 3.04375], [0.84426, 0.99886, -2.32108], [-1.15271, 2.75767, 1.59291], [-4.87382, 0.74193, -4.24362], [1.49409, -0.95060, -3.05043], [0.64643, -0.51622, -0.92207], [4.03803, -1.98678, 1.91701], [2.74341, 0.26598, 0.03886], [1.97388, -1.75241, -0.03159], [-2.77404, 3.01550, -4.23930], [-3.36545, 0.07029, -4.87832], [1.82261, -0.48402, -3.97528], [2.85907, -1.16571, 2.89843], [2.11649, -1.36205, 4.89663]],
  "mulliken_charge": [-0.540, -1.334, 0.000, -0.398, 0.240, 0.395, 0.377, -1.278, -0.017, -1.411, 0.561, 0.659, -0.815, 0.440, 0.475, 0.046, -0.728, 0.291, 0.702, -0.688, -0.470, -0.862, 1.010, 0.358, -0.731, 1.167, 0.523, 0.521, 0.461, 0.386, 0.360, -0.212, 0.429, 0.301, 0.413, -0.356, 0.361, -0.446, 0.324, 0.568, -0.963, 0.454, 0.234, 0.461, 0.376, -0.679, -0.198, -0.094, -2.280, 0.498, -0.622, 0.349, 0.341, 0.551, 0.486]
}

{
  "formula": "C3H4F2",
  "method": "ωB97M-V/def2-TZVPD",
  "spin_multiplicity": 1,
  "charge": 0,
  "smiles": "CC=C(F)F",
  "total_energy_ev": -8609.8586,
  "gap_ev": 10.7,
  "elements": ["F", "H", "H", "H", "F", "H", "C", "C", "C"],
  "xyz": [[-0.93850, 1.54039, -0.11804], [0.90395, 0.86166, 1.31041], [1.48650, -1.69133, 1.61804], [1.14835, -2.04445, -0.11548], [-1.01061, -0.49998, -0.93344], [2.58700, -1.16763, 0.37474], [0.76841, 0.07843, 0.54307], [-0.35492, 0.32052, -0.11973], [1.48921, -1.28594, 0.62260]],
  "mulliken_charge": [-0.230, 0.267, 0.262, 0.272, -0.223, 0.258, -0.118, 0.350, -0.839]
}

{
  "formula": "CH3FO4S",
  "method": "ωB97M-V/def2-TZVPD",
  "spin_multiplicity": 1,
  "charge": 0,
  "total_energy_ev": -22822.2202,
  "gap_ev": 9.5,
  "elements": ["H", "O", "H", "O", "O", "H", "S", "C", "F", "O"],
  "xyz": [[-0.40512, 0.74582, -3.02232], [0.61047, 0.87375, -1.29533], [-1.29342, 1.53137, -1.54286], [0.31518, -0.05972, 2.48229], [0.10530, -2.42947, 1.74803], [-0.14349, -0.08010, 3.36833], [0.51279, -1.16946, 1.32405], [-0.40131, 1.10209, -1.97669], [-0.97598, -0.78071, 0.54237], [1.67558, 0.26642, -1.62788]],
  "mulliken_charge": [0.274, 0.163, 0.271, -0.476, -0.440, 0.355, 0.895, -0.179, -0.327, -0.537]
}

{
  "formula": "C21H20Br2FeN4O2S2",
  "method": "ωB97M-V/def2-TZVPD",
  "spin_multiplicity": 6,
  "charge": 1,
  "total_energy_ev": -228294.8224,
  "gap_ev": [7.4, 5.5],
  "elements": ["H", "C", "H", "H", "C", "H", "C", "N", "N", "S", "Br", "C", "N", "H", "H", "H", "H", "H", "Fe", "H", "C", "C", "C", "H", "C", "C", "C", "C", "O", "C", "H", "Br", "C", "C", "H", "N", "H", "H", "C", "O", "H", "C", "H", "C", "S", "C", "C", "C", "H", "H", "C", "H"],
  "xyz": [[-6.62677, 1.53196, -1.57855], [1.01511, -3.82574, 2.55566], [2.19547, 0.19783, 2.90180], [2.56056, 5.17858, 1.89595], [0.83458, 1.22591, -3.18282], [0.10539, 5.06510, 1.31222], [1.52337, 0.07458, -2.52129], [-2.82764, 1.97122, -0.87337], [0.25028, -1.49038, 1.26849], [-5.02761, 0.76763, -0.04432], [0.38094, -6.76755, 1.45513], [0.30149, -3.90208, 1.34739], [1.06897, 2.00406, 0.27213], [2.48252, -0.75600, -4.23375], [-5.00975, 1.52549, -2.32619], [3.50406, 0.28275, -3.26131], [-1.12240, -6.05758, -0.91519], [0.50379, 0.92015, -4.17732], [-0.40975, 0.28385, 0.02622], [1.54091, 2.04575, -3.32958], [1.15266, -0.09094, 3.04983], [-0.84907, -2.65581, -0.49095], [0.88547, -1.42766, 2.43259], [1.81477, -2.51588, 4.03674], [2.93375, 3.20447, 1.14560], [-5.57599, 1.77445, -1.43268], [1.29222, -2.59856, 3.09368], [-1.09312, 3.01929, 0.09865], [-1.18264, -1.57900, -0.99221], [-0.09589, -5.11950, 0.70638], [0.50651, 0.67312, 2.62200], [-2.22183, -3.91667, -2.62087], [-1.21473, -3.93155, -1.05605], [2.73106, -0.48681, -3.20631], [3.98849, 3.20940, 1.38092], [-1.45638, 2.11531, -0.72181], [1.32298, -4.73138, 3.05952], [-0.01794, 1.56418, -2.60030], [-0.05811, -2.68982, 0.74686], [1.12754, -0.41526, -1.47141], [3.11136, -1.35394, -2.67336], [-0.83543, -5.11821, -0.46382], [2.94833, 1.17855, 0.41097], [0.78282, 4.24977, 1.10559], [-2.42611, 0.35398, 1.26279], [-3.32774, 1.15890, -0.00639], [0.32349, 3.09836, 0.48049], [2.13298, 4.30195, 1.42792], [0.97361, -0.13241, 4.12351], [-1.80715, 3.68146, 0.58339], [2.36029, 2.07110, 0.59063], [-5.46975, 2.83358, -1.21319]],
  "mulliken_charge": [0.349, -0.775, 0.281, 0.442, -0.944, 0.490, 0.852, -0.807, 0.575, -0.006, -0.126, 0.742, 0.473, 0.394, 0.258, 0.372, 0.458, 0.439, 0.752, 0.352, -1.514, 0.501, 0.741, 0.503, -0.870, -0.804, -0.963, -0.143, -0.476, 0.108, 0.150, -0.060, -0.438, -1.420, 0.427, 0.050, 0.400, 0.000, 0.110, -0.389, 0.326, -0.341, 0.605, -0.944, -0.543, 0.409, 0.710, -0.404, 0.521, 0.348, -0.438, 0.265]
}

{
  "formula": "C3H2ClNO2S",
  "method": "ωB97M-V/def2-TZVPD",
  "spin_multiplicity": 1,
  "charge": 0,
  "total_energy_ev": -32084.1881,
  "gap_ev": 9.5,
  "elements": ["C", "Cl", "N", "C", "C", "H", "O", "O", "H", "S"],
  "xyz": [[0.26929, 0.83408, 0.00032], [2.89058, -2.10915, 0.00002], [1.18269, 1.71113, 0.00014], [0.61127, -0.58326, 0.00015], [1.93335, -0.75300, 0.00011], [-0.76596, 1.14883, -0.00010], [3.36934, 1.17297, -1.22930], [3.36966, 1.17311, 1.22904], [-0.14650, -1.34724, 0.00006], [2.68750, 0.94088, -0.00002]],
  "mulliken_charge": [0.010, -0.129, -0.469, -0.440, 0.342, 0.404, -0.533, -0.533, 0.383, 0.964]
}

{
  "formula": "C6H9BCl3F4N3O5Y",
  "method": "ωB97M-V/def2-TZVPD",
  "spin_multiplicity": 1,
  "charge": -1,
  "total_energy_ev": -71249.1696,
  "gap_ev": 7.7,
  "elements": ["N", "F", "H", "O", "F", "H", "Cl", "C", "C", "F", "C", "N", "H", "H", "Y", "F", "C", "O", "C", "H", "H", "O", "Cl", "C", "O", "H", "H", "O", "H", "Cl", "N", "B"],
  "xyz": [[0.07219, -0.54641, 2.01858], [-0.77922, -4.23400, -1.02353], [2.02498, -0.40257, -2.13153], [-2.63288, 0.49193, -0.58968], [-0.45321, -2.74850, -2.74719], [-0.02405, 2.34383, 1.50064], [-3.20044, 1.80614, -3.93462], [-0.45918, 0.22422, 2.97150], [-3.33844, 2.15672, -2.20063], [0.70600, -2.46214, -0.78384], [-1.48274, 1.21838, 2.40089], [-0.86580, 1.85189, 1.21508], [1.70420, -0.91653, 3.31466], [-1.48844, 2.53413, 0.79611], [-0.18516, -0.11105, -0.24296], [-1.48340, -2.02582, -0.81282], [-2.26581, 1.31251, -1.44637], [1.92212, 0.08304, 0.28494], [1.37667, -1.12227, 2.29513], [1.38426, -2.21050, 2.17546], [0.76657, -1.04533, -2.99164], [3.60998, -0.73984, 1.50069], [-4.97304, 1.79280, -1.65477], [2.42336, -0.55603, 1.30920], [-1.07644, 1.54271, -1.76352], [-1.73319, 1.93266, 3.18539], [-2.39079, 0.70876, 2.07298], [-0.17338, 0.28339, 4.17037], [1.03611, 0.58646, -3.01857], [-2.99685, 3.87724, -1.90664], [1.07236, -0.24636, -2.44461], [-0.50165, -2.94885, -1.37041]],
  "mulliken_charge": [-0.367, -0.312, 0.290, -0.529, -0.403, 0.256, -0.147, 0.459, 0.636, -0.342, -0.406, -0.527, 0.403, 0.222, 1.697, -0.455, 0.495, -0.632, -0.645, 0.228, 0.242, -0.711, -0.131, 0.577, -0.636, 0.383, 0.256, -0.755, 0.234, -0.159, -0.684, 0.464]
}

no.,maximum force (eV Å⁻¹)
1,1.24
2,1.97
3,4.33
4,0.86
5,1.44
6,0.33